1.
Entry from OMol25: a molecular structure, C58H59BaClFGeO3P3Si at a distorted geometry (ωB97M-V/def2-TZVPD).

```
128
Properties=species:S:1:pos:R:3:lowdin_charge:R:1
Ba -1.27922 -1.76174 -0.29319 1.2548
F 1.86278 2.71546 -2.07249 -0.4408
Ge 1.35578 1.62296 -0.57939 0.8060
C 2.49238 2.54706 0.88201 -0.3366
C 3.47758 3.50866 0.68421 -0.1465
C 4.16988 4.07306 1.73891 -0.1033
C 3.88378 3.69056 3.04291 -0.1092
C 2.88208 2.76876 3.27801 -0.1079
C 2.19268 2.22096 2.19851 -0.4238
P 0.80338 1.07236 2.50371 1.0862
C -0.24262 2.10696 3.60221 -0.3427
C -0.25292 3.49176 3.43411 -0.0805
C -1.13782 4.28796 4.13701 -0.0839
C -2.03812 3.71586 5.02161 -0.1111
C -2.05432 2.33886 5.17921 -0.0990
C -1.18102 1.53836 4.46681 -0.1233
C 1.72048 -0.00604 3.67321 -0.3704
C 1.54468 -0.13904 5.04461 -0.0975
C 2.32578 -1.02654 5.76371 -0.0952
C 3.29398 -1.78724 5.13131 -0.1060
C 3.49708 -1.63894 3.76761 -0.0940
C 2.71238 -0.76244 3.04891 -0.1071
C 3.35978 0.43386 -1.21349 -0.2343
C 4.62608 1.02656 -1.26729 -0.1292
C 5.68908 0.47086 -1.95489 -0.1169
C 5.53258 -0.73724 -2.62279 -0.1218
C 4.30948 -1.37144 -2.57449 -0.1389
C 3.24608 -0.77224 -1.89639 -0.4476
P 1.64468 -1.66214 -1.90169 0.9547
C 2.26888 -3.27304 -1.30729 -0.3539
C 2.72038 -3.21484 0.08721 -0.2429
C 3.47698 -4.42764 0.64211 -0.2124
C 3.70258 -5.52684 -0.28919 -0.0745
C 3.07378 -5.55874 -1.48119 -0.0972
C 2.33368 -4.44684 -1.98399 -0.0897
C 1.39608 -1.99174 -3.68129 -0.3800
C 2.05848 -1.27484 -4.67279 -0.0959
C 1.81718 -1.53774 -6.00989 -0.1132
C 0.88718 -2.49744 -6.37579 -0.1080
C 0.18698 -3.17864 -5.39249 -0.0805
C 0.43008 -2.92304 -4.05639 -0.1429
C -0.07872 3.37496 -0.16359 -0.2630
C 0.29988 4.65036 0.25231 -0.1362
C -0.53652 5.74786 0.15351 -0.1097
C -1.81192 5.59646 -0.36799 -0.1154
C -2.22762 4.34946 -0.79329 -0.1368
C -1.36032 3.26346 -0.69839 -0.4164
P -1.78962 1.60156 -1.35099 0.9686
C -1.42892 1.86256 -3.12939 -0.3613
C -0.76822 0.87296 -3.84309 -0.0807
C -0.54362 1.01636 -5.19989 -0.0653
C -0.96772 2.15846 -5.85659 -0.0953
C -1.60532 3.16246 -5.14749 -0.0924
C -1.83502 3.01656 -3.79369 -0.0844
C -3.61842 1.76086 -1.43339 -0.3720
C -4.35962 1.42906 -2.56689 -0.0951
C -5.73762 1.52926 -2.55989 -0.0958
C -6.41052 1.93276 -1.41529 -0.1111
C -5.69032 2.21656 -0.26359 -0.0975
C -4.31452 2.11586 -0.27409 -0.1268
H 3.67828 3.82916 -0.32779 0.0975
H 4.93568 4.82096 1.55301 0.0909
H 4.43458 4.12616 3.87001 0.0869
H 2.62848 2.48526 4.29701 0.1055
H 0.43768 3.94576 2.74051 0.0846
H -1.12392 5.36186 4.00261 0.0988
H -2.73622 4.32946 5.57711 0.0898
H -2.75892 1.88596 5.86571 0.0968
H -1.23522 0.46596 4.58081 0.0792
H 0.80598 0.45446 5.56101 0.0928
H 2.18268 -1.11954 6.83241 0.0954
H 3.89598 -2.48194 5.70111 0.0909
H 4.27228 -2.20464 3.27041 0.0968
H 2.87158 -0.62424 1.98751 0.0931
H 4.78998 1.95486 -0.73489 0.0616
H 6.65558 0.96896 -1.97419 0.0850
H 6.36138 -1.17534 -3.17139 0.0858
H 4.16928 -2.32404 -3.07669 0.1025
H 3.02558 -2.23224 0.43151 0.1111
H 4.26418 -4.24874 1.36761 0.1255
H 4.40068 -6.30174 -0.00409 0.0927
H 3.21228 -6.40364 -2.14339 0.0942
H 1.93458 -4.52994 -2.98369 0.0905
H 2.76038 -0.50564 -4.39179 0.1081
H 2.34718 -0.98014 -6.77179 0.0996
H 0.68838 -2.69714 -7.42229 0.0921
H -0.56142 -3.90964 -5.66279 0.0995
H -0.15032 -3.44184 -3.30449 0.0073
H 1.29808 4.79416 0.65071 0.0790
H -0.20292 6.73326 0.46961 0.0880
H -2.47702 6.44986 -0.45489 0.0868
H -3.23072 4.23456 -1.19359 0.0923
H -0.42472 -0.01604 -3.33359 0.0674
H -0.03672 0.23306 -5.74309 0.0813
H -0.79212 2.27296 -6.91779 0.0918
H -1.92612 4.06376 -5.65389 0.0935
H -2.33252 3.80686 -3.25119 0.0957
H -3.84672 1.10636 -3.46179 0.1046
H -6.29452 1.30666 -3.46189 0.0961
H -7.48772 2.03426 -1.41679 0.0888
H -6.20642 2.53726 0.63421 0.0977
H -3.75272 2.37056 0.61641 0.0993
O -2.05862 0.24316 1.69801 -0.2271
H -2.93812 0.39686 2.06071 0.0535
H -1.75422 1.07166 1.30151 -0.0151
O -3.18642 -1.71074 -2.26759 -0.3185
H -2.88412 -2.61994 -2.53429 -0.1982
H -4.13622 -1.82784 -2.17509 0.0364
O -0.92772 -1.71994 3.90531 -0.0742
H -1.26362 -1.16954 3.18531 -0.0211
H -0.22802 -2.25034 3.51651 0.0401
Cl -2.37462 -4.51084 -2.58629 -0.2680
C 2.07648 -4.11904 1.09721 -0.0675
H 1.28868 -4.76674 0.73621 0.1197
H 1.93798 -3.74284 2.10261 0.0923
C -4.45812 -4.49784 0.85481 -0.3054
Si -3.18952 -3.32144 1.71131 0.3404
C -4.38352 -2.15064 2.70071 -0.2970
C -2.58522 -4.45214 3.16471 -0.3001
H -5.02552 -5.09244 1.57201 -0.0003
H -3.94532 -5.18644 0.19171 -0.0208
H -5.17082 -3.94174 0.25051 -0.0027
H -5.17142 -2.70764 3.20461 0.0056
H -4.86452 -1.42614 2.04731 -0.0079
H -3.83982 -1.60374 3.46431 -0.0097
H -3.40872 -5.01934 3.59521 -0.0001
H -2.15452 -3.85744 3.96161 -0.0203
H -1.83272 -5.16464 2.84011 -0.0072
```

- LUMO level: 3.90 eV
- Molecular weight: 1189.50 u
- HOMO: -0.029 hartree
- Electronic energy: -6447.35917 Ha
- Gap between HOMO and LUMO: 0.1726 hartree
- Net charge: -2
- Relative energy (zero: lowest compared OMol25 entry of this formula, charge and spin): 40.4 kJ/mol

2.
Entry from OMol25: a molecular structure, C8H49INO16P3Si2 at a distorted geometry (ωB97M-V/def2-TZVPD).

```
80
Properties=species:S:1:pos:R:3:lowdin_charge:R:1
C -0.34132 2.60714 1.66118 -0.1696
C -0.97064 2.54418 0.25994 -0.4642
P -1.95506 0.97595 0.07763 0.8706
C -3.71843 1.47373 0.38421 -0.4669
C -4.43223 0.48509 1.31946 -0.1740
Si -1.84313 0.43215 -2.07903 0.2689
C -1.37228 1.88334 -3.19797 -0.2930
O -0.87958 1.48559 -4.47584 -0.2257
O -1.64735 2.09955 -5.51054 -0.0200
O -0.92330 -0.93430 -2.30107 -0.4622
Si 0.72051 -1.04295 -2.51335 0.4259
C 1.22516 -2.82085 -2.17845 -0.3442
C 1.14174 -3.36830 -0.75467 -0.7745
C 2.08487 -2.71899 0.24138 -0.2164
I -0.85921 -3.32214 0.05072 1.0456
P 1.99834 0.41593 -1.32122 0.6399
N 2.39767 1.74858 -2.10602 -0.3415
P -3.93328 -0.21135 -2.69026 0.6110
O -3.99288 -0.91784 -4.01192 -0.5118
H -0.12233 1.60739 2.03566 0.0516
H -1.03471 3.05106 2.37460 0.0699
H 0.57977 3.17419 1.64801 0.0276
H -1.63855 3.39144 0.11578 0.0713
H -0.18367 2.55568 -0.48984 0.0274
H -3.66973 2.44653 0.87511 0.0700
H -4.28890 1.63623 -0.52930 0.0354
H -5.50468 0.64013 1.23665 0.0507
H -4.18210 -0.54640 1.09384 0.0445
H -4.15073 0.72412 2.34320 0.0700
H -0.66703 2.55825 -2.70355 0.0712
H -2.30225 2.44822 -3.32183 0.0938
H -1.38271 3.03135 -5.46390 0.1004
H 1.02628 -0.72395 -3.92064 0.0136
H 2.27998 -2.89968 -2.46432 0.0860
H 0.65986 -3.48270 -2.83577 0.0738
H 1.38184 -4.42730 -0.79520 0.0734
H 2.31245 -3.38823 1.06851 0.0661
H 3.03083 -2.43862 -0.22374 0.0682
H 1.65676 -1.81792 0.68300 0.0377
H 1.36983 0.60523 -0.07426 -0.0253
H 3.15558 -0.30938 -0.98013 -0.0330
H 1.98659 1.74291 -3.03470 -0.0457
H -4.73699 0.94636 -2.69798 -0.0167
H -4.46996 -0.99677 -1.64248 -0.0150
O 2.78948 3.45736 0.23489 -0.0953
H 3.74538 3.46172 0.34453 0.0044
H 2.67215 3.11721 -0.66960 -0.0364
O -7.10881 -0.71219 -0.19351 -0.0607
H -7.52746 -1.48329 0.20177 0.0416
H -7.31182 -0.78294 -1.13200 0.0356
O 1.24283 -3.67571 3.47328 -0.0756
H 0.75183 -3.42345 2.68392 -0.0332
H 1.33214 -4.63511 3.43149 0.0246
O 2.19964 -5.81932 5.38705 -0.0541
H 2.95462 -5.22810 5.46889 0.0408
H 1.59342 -5.53068 6.07637 0.0431
O 1.45519 4.95623 3.26482 -0.0633
H 0.70789 5.55791 3.19680 0.0338
H 1.77866 4.87685 2.35912 0.0156
O 5.63939 2.23466 -0.09577 -0.0601
H 6.30191 1.66078 0.31078 0.0066
H 5.49969 1.87476 -0.97767 0.0341
O 3.12535 -0.42124 2.42151 -0.0581
H 3.80144 -0.90001 1.93163 0.0303
H 2.60419 -1.11054 2.85074 0.0261
O 7.08299 0.67179 2.14151 -0.0603
H 6.46147 1.17697 2.68492 0.0219
H 7.94586 0.98113 2.43416 0.0464
O -2.09321 -4.64520 -3.09810 -0.0897
H -2.27389 -4.04127 -2.36800 -0.0537
H -1.95641 -4.06493 -3.85478 0.0351
O -2.89340 -2.49989 2.96720 -0.0846
H -2.49177 -2.97576 2.23147 -0.0902
H -3.17454 -3.18815 3.57816 0.0359
O 6.02652 2.28666 4.83892 -0.0514
H 5.06695 2.22105 4.77435 0.0461
H 6.27726 1.57752 5.43938 0.0411
O -5.22193 1.76754 -4.86775 -0.0953
H -5.79517 1.94725 -5.61830 0.0363
H -4.97927 0.83214 -4.96382 -0.0023
```

- LUMO level: -0.01 eV
- Molecular weight: 691.47 u
- HOMO: -0.307 hartree
- Electronic energy: -3493.48747 Ha
- Gap between HOMO and LUMO: 0.3066 hartree

3.
Entry from OMol25: a molecular structure, C2H5NOS at a distorted geometry (ωB97M-V/def2-TZVPD).

```
10
Properties=species:S:1:pos:R:3:nbo_charge:R:1
C -0.68692 -1.00733 1.83445 0.1517
C 0.53441 -0.09157 0.70109 -0.2490
N -0.19874 0.14839 -0.49002 -0.8733
O -1.94473 -1.16554 1.34068 -0.6617
S -0.02099 -1.21561 3.24163 -0.0338
H 1.28053 -0.90617 0.57704 0.2065
H 0.93401 0.71250 1.27056 0.2006
H -0.52456 1.23240 -0.48997 0.3733
H -1.96826 -0.69417 0.49311 0.5048
H 0.40772 -0.06495 -1.26716 0.3810
```

- LUMO level: 0.59 eV
- Molecular weight: 91.13 u
- HOMO: -0.297 hartree
- Electronic energy: -607.31904 Ha
- Gap between HOMO and LUMO: 0.3186 hartree
- Relative energy (zero: lowest compared OMol25 entry of this formula, charge and spin): 230.4 kJ/mol